ORCA calculation (ωB97M-V/def2-TZVPD) on a cluster of 14 separate species, C46H82BN2O24S5 in total at a distorted geometry.

Last columns: bonded neighbours and bond lengths (Å).
Positions of all 160 atoms, in Å:
1 O -3.850 -4.085 17.520  C2 1.210
2 C -5.044 -3.896 17.458  O1 1.210, O3 1.338, C6 1.543
3 O -5.757 -3.854 16.326  C2 1.338, B4 1.461
4 B -7.131 -3.496 16.666  O3 1.461, O5 1.461, O8 1.475, O12 1.467
5 O -7.122 -3.275 18.110  B4 1.461, C6 1.305
6 C -5.934 -3.425 18.628  C2 1.543, O5 1.305, O7 1.223
7 O -5.568 -3.151 19.762  C6 1.223
8 O -8.113 -4.507 16.230  B4 1.475, C9 1.345
9 C -8.993 -3.930 15.392  O8 1.345, O10 1.219, C11 1.565
10 O -9.905 -4.496 14.816  C9 1.219
11 C -8.542 -2.442 15.211  C9 1.565, O12 1.277, O13 1.249
12 O -7.515 -2.274 15.951  B4 1.467, C11 1.277
13 O -9.154 -1.586 14.538  C11 1.249
14 C -11.570 -7.423 22.865  C15 1.501, H18 1.090, H19 1.090, H20 1.090
15 C -10.786 -6.180 22.558  C14 1.501, O16 1.236, C17 1.495
16 O -11.160 -5.296 21.780  C15 1.236
17 C -9.524 -6.015 23.342  C15 1.495, H21 1.090, H22 1.090, H23 1.090
18 H -12.397 -7.421 22.155  C14 1.090
19 H -11.865 -7.536 23.908  C14 1.090
20 H -11.062 -8.362 22.648  C14 1.090
21 H -8.782 -6.769 23.080  C17 1.090
22 H -9.633 -6.269 24.396  C17 1.090
23 H -9.088 -5.023 23.226  C17 1.090
24 C -6.976 1.689 21.282  C25 1.539, H28 1.090, H29 1.090, H30 1.090
25 C -8.230 1.640 22.173  C24 1.539, O26 1.235, C27 1.532
26 O -8.177 2.084 23.324  C25 1.235
27 C -9.371 0.690 21.797  C25 1.532, H31 1.090, H32 1.090, H33 1.090
28 H -6.313 0.892 21.618  C24 1.090
29 H -6.363 2.562 21.507  C24 1.090
30 H -7.155 1.626 20.209  C24 1.090
31 H -8.903 -0.126 21.246  C27 1.090
32 H -10.094 1.093 21.088  C27 1.090
33 H -9.822 0.429 22.754  C27 1.090
34 C -1.090 2.130 14.276  C35 1.541, H38 1.090, H39 1.090, H40 1.090
35 C -2.094 1.067 13.789  C34 1.541, O36 1.242, C37 1.529
36 O -2.341 0.989 12.574  C35 1.242
37 C -2.641 0.064 14.804  C35 1.529, H41 1.090, H42 1.090, H43 1.090
38 H -0.051 1.843 14.119  C34 1.090
39 H -1.220 2.254 15.351  C34 1.090
40 H -1.403 3.066 13.812  C34 1.090
41 H -3.169 -0.742 14.294  C37 1.090
42 H -3.383 0.491 15.479  C37 1.090
43 H -1.854 -0.354 15.432  C37 1.090
44 C -6.691 -1.710 9.223  C45 1.506, H48 1.090, H49 1.090, H50 1.090
45 C -6.447 -0.714 8.121  C44 1.506, O46 1.203, C47 1.487
46 O -7.334 -0.490 7.341  C45 1.203
47 C -5.044 -0.257 7.932  C45 1.487, H51 1.090, H52 1.090, H53 1.090
48 H -6.210 -1.307 10.114  C44 1.090
49 H -6.315 -2.671 8.870  C44 1.090
50 H -7.736 -1.842 9.503  C44 1.090
51 H -4.274 -0.913 8.337  C47 1.090
52 H -4.928 0.740 8.359  C47 1.090
53 H -4.902 -0.105 6.862  C47 1.090
54 C -10.728 6.452 16.478  C55 1.491, H58 1.090, H59 1.090, H60 1.090
55 C -10.458 5.126 17.103  C54 1.491, O56 1.208, C57 1.480
56 O -10.503 4.921 18.293  C55 1.208
57 C -10.120 4.028 16.170  C55 1.480, H61 1.090, H62 1.090, H63 1.090
58 H -11.167 7.218 17.118  C54 1.090
59 H -11.300 6.387 15.553  C54 1.090
60 H -9.720 6.815 16.276  C54 1.090
61 H -10.922 3.959 15.435  C57 1.090
62 H -10.048 3.009 16.549  C57 1.090
63 H -9.191 4.213 15.630  C57 1.090
64 C -13.866 -10.306 10.964  C65 1.562, H68 1.090, H69 1.090, H70 1.090
65 C -12.750 -10.882 11.892  C64 1.562, O66 1.231, C67 1.553
66 O -12.180 -11.939 11.622  C65 1.231
67 C -12.522 -10.118 13.224  C65 1.553, H71 1.090, H72 1.090, H73 1.090
68 H -14.845 -10.245 11.438  C64 1.090
69 H -13.989 -10.836 10.019  C64 1.090
70 H -13.590 -9.262 10.811  C64 1.090
71 H -11.873 -9.245 13.297  C67 1.090
72 H -12.164 -10.781 14.011  C67 1.090
73 H -13.465 -9.702 13.580  C67 1.090
74 C 2.080 -6.825 17.148  C75 1.482, H77 1.090, H78 1.090, H79 1.090
75 C 3.382 -7.522 17.265  C74 1.482, N76 1.140
76 N 4.414 -7.995 17.371  C75 1.140
77 H 2.056 -5.966 17.818  C74 1.090
78 H 1.290 -7.456 17.557  C74 1.090
79 H 1.846 -6.633 16.101  C74 1.090
80 C -4.556 -1.809 26.053  C81 1.457, H83 1.090, H84 1.090, H85 1.090
81 C -5.303 -1.255 27.174  C80 1.457, N82 1.185
82 N -5.881 -0.814 28.109  C81 1.185
83 H -4.155 -2.800 26.265  C80 1.090
84 H -3.698 -1.261 25.663  C80 1.090
85 H -5.288 -1.878 25.248  C80 1.090
86 C -8.885 4.399 10.541  C87 1.513, C92 1.541, H93 1.090, H94 1.090
87 C -10.041 5.213 10.002  C86 1.513, C88 1.530, H95 1.090, H96 1.090
88 C -9.472 6.473 9.347  C87 1.530, S89 1.817, H97 1.090, H98 1.090
89 S -8.181 6.974 10.523  C88 1.817, O90 1.441, O91 1.456, C92 1.823
90 O -8.797 7.694 11.610  S89 1.441
91 O -7.150 7.638 9.738  S89 1.456
92 C -7.692 5.275 10.966  C86 1.541, S89 1.823, H99 1.090, H100 1.090
93 H -8.611 3.795 9.676  C86 1.090
94 H -9.258 3.758 11.341  C86 1.090
95 H -10.839 5.363 10.729  C87 1.090
96 H -10.520 4.665 9.190  C87 1.090
97 H -10.075 7.347 9.100  C88 1.090
98 H -8.972 6.198 8.418  C88 1.090
99 H -7.530 5.319 12.043  C92 1.090
100 H -6.731 5.120 10.474  C92 1.090
101 C 0.096 0.219 21.386  C102 1.558, C107 1.585, H108 1.090, H109 1.090
102 C -0.375 1.304 20.371  C101 1.558, C103 1.506, H110 1.090, H111 1.090
103 C 0.922 1.914 19.906  C102 1.506, S104 1.886, H112 1.090, H113 1.090
104 S 1.962 0.430 19.385  C103 1.886, O105 1.472, O106 1.464, C107 1.891
105 O 3.342 0.616 19.863  S104 1.472
106 O 1.714 0.025 18.000  S104 1.464
107 C 1.027 -0.742 20.536  C101 1.585, S104 1.891, H114 1.090, H115 1.090
108 H -0.827 -0.302 21.641  C101 1.090
109 H 0.551 0.659 22.273  C101 1.090
110 H -1.139 1.941 20.817  C102 1.090
111 H -0.897 0.758 19.586  C102 1.090
112 H 1.362 2.447 20.749  C103 1.090
113 H 0.984 2.597 19.059  C103 1.090
114 H 1.701 -1.343 21.146  C107 1.090
115 H 0.299 -1.315 19.962  C107 1.090
116 C -0.363 -7.879 23.235  C117 1.589, C122 1.549, H123 1.090, H124 1.090
117 C 1.174 -7.499 23.362  C116 1.589, C118 1.519, H125 1.090, H126 1.090
118 C 1.400 -6.837 24.711  C117 1.519, S119 1.786, H127 1.090, H128 1.090
119 S -0.093 -5.905 25.017  C118 1.786, O120 1.445, O121 1.458, C122 1.818
120 O -0.001 -4.517 24.627  S119 1.445
121 O -0.659 -6.245 26.317  S119 1.458
122 C -1.126 -6.613 23.699  C116 1.549, S119 1.818, H129 1.090, H130 1.090
123 H -0.638 -8.746 23.836  C116 1.090
124 H -0.726 -8.115 22.234  C116 1.090
125 H 1.381 -6.872 22.496  C117 1.090
126 H 1.665 -8.459 23.198  C117 1.090
127 H 2.218 -6.139 24.892  C118 1.090
128 H 1.499 -7.673 25.403  C118 1.090
129 H -1.149 -5.884 22.889  C122 1.090
130 H -2.133 -6.644 24.114  C122 1.090
131 C -7.214 -11.050 18.933  C132 1.532, C137 1.556, H138 1.090, H139 1.090
132 C -6.670 -9.619 18.869  C131 1.532, C133 1.560, H140 1.090, H141 1.090
133 C -5.258 -9.669 19.529  C132 1.560, S134 1.853, H142 1.090, H143 1.090
134 S -5.393 -10.697 21.065  C133 1.853, O135 1.472, O136 1.486, C137 1.904
135 O -5.790 -9.765 22.132  S134 1.472
136 O -4.336 -11.735 21.188  S134 1.486
137 C -6.971 -11.527 20.395  C131 1.556, S134 1.904, H144 1.090, H145 1.090
138 H -6.679 -11.681 18.223  C131 1.090
139 H -8.278 -11.111 18.706  C131 1.090
140 H -7.299 -9.003 19.513  C132 1.090
141 H -6.657 -9.218 17.856  C132 1.090
142 H -4.851 -8.737 19.919  C133 1.090
143 H -4.527 -10.152 18.879  C133 1.090
144 H -7.768 -11.215 21.069  C137 1.090
145 H -6.889 -12.605 20.530  C137 1.090
146 C -15.603 -1.818 11.380  C147 1.514, C152 1.515, H153 1.090, H154 1.090
147 C -16.784 -2.576 10.813  C146 1.514, C148 1.549, H155 1.090, H156 1.090
148 C -17.349 -1.861 9.562  C147 1.549, S149 1.833, H157 1.090, H158 1.090
149 S -15.915 -0.931 8.899  C148 1.833, O150 1.458, O151 1.496, C152 1.852
150 O -16.103 0.513 8.820  S149 1.458
151 O -15.459 -1.550 7.616  S149 1.496
152 C -14.715 -1.468 10.204  C146 1.515, S149 1.852, H159 1.090, H160 1.090
153 H -15.077 -2.467 12.080  C146 1.090
154 H -15.981 -0.901 11.832  C146 1.090
155 H -17.520 -2.908 11.545  C147 1.090
156 H -16.444 -3.533 10.418  C147 1.090
157 H -18.039 -1.098 9.925  C148 1.090
158 H -17.750 -2.458 8.743  C148 1.090
159 H -14.038 -0.626 10.350  C152 1.090
160 H -14.120 -2.306 9.842  C152 1.090

The LUMO energy is 1.181 eV. The frontier orbital gap comes out at 8.9872 eV. Its total charge is -1.

These are the Mulliken partial charges, in e, on atoms 1 to 5:
1 O -0.66
2 C 0.59
3 O -0.48
4 B 1.00
5 O -0.44